# C25H19Cl3CoGeN3O5

C25H19Cl3CoGeN3O5 as an isolated structure (ωB97M-V/def2-TZVPD, the Open Molecules 2025 dataset).

Computed properties:
spin multiplicity	6
HOMO (spin up / spin down)	-10.85 / -10.92	eV
HOMO-LUMO gap (spin up / spin down)	0.27421 / 0.23333	Eh
⟨S²⟩	8.772
total charge	+1

XYZ file:
```
57
Properties=species:S:1:pos:R:3:lowdin_charge:R:1
Co -0.4067 0.0184 -0.2201 0.73
O -1.0690 5.0796 -2.3114 0.19
C -0.7185 5.0135 -3.4067 -0.46
O -0.3650 4.9600 -4.5022 0.21
C -3.2654 3.8851 0.1408 0.15
C -1.9135 4.0659 0.4850 -0.01
C -1.1918 2.9023 0.3468 -0.17
N -1.7756 1.6697 0.0761 0.09
C -3.0192 1.6022 -0.3600 -0.18
C -3.8249 2.7345 -0.3169 -0.02
C -3.3394 0.1492 -0.8053 -0.16
C -4.6707 -0.1338 -1.0212 0.01
C -4.9437 -1.4046 -1.4749 -0.04
C -3.9005 -2.2192 -1.7827 -0.05
C -2.5816 -1.9158 -1.5532 -0.05
N -2.2996 -0.7002 -1.0202 0.07
C 0.2779 2.7488 0.6540 -0.18
C 0.9810 3.8342 1.2255 0.02
C 2.3261 3.6384 1.5928 -0.02
C 2.8545 2.3673 1.4150 -0.04
C 2.0910 1.3459 0.8788 -0.08
N 0.8760 1.5859 0.3726 0.06
H -1.4744 4.9845 0.9424 0.13
H -4.8826 2.6779 -0.6101 0.12
H -5.3980 0.5883 -0.7792 0.10
H -5.9140 -1.7777 -1.7681 0.12
H -4.2409 -3.1388 -2.2959 0.13
H -1.7676 -2.5068 -1.7870 0.10
H 0.5834 4.8504 1.2652 0.11
H 2.9434 4.4989 1.9498 0.14
H 3.9130 2.1198 1.6067 0.13
H 2.5171 0.3418 0.7719 0.12
C 1.2310 -3.8276 5.0646 -0.03
O 2.2113 -3.8559 3.9943 -0.06
C 1.9013 -3.4027 2.7545 -0.27
C 2.9494 -3.5762 1.8841 -0.02
C 2.9446 -2.9289 0.6875 -0.01
C 1.7795 -2.2210 0.2678 -0.12
C 1.6929 -1.6896 -1.0492 -0.32
C 2.6354 -2.2277 -2.1650 0.00
O 0.9277 -0.7635 -1.5206 -0.22
C 0.6273 -2.2112 1.1652 -0.33
O -0.4348 -1.5052 0.9141 -0.13
C 0.7230 -2.7860 2.3861 0.05
H 1.6498 -4.4831 5.7979 0.08
H 0.2326 -4.1345 4.7153 0.10
H 1.2185 -2.8751 5.5884 0.09
H 3.8212 -4.0983 2.2496 0.13
H 3.8955 -2.9616 0.0507 0.15
H 3.2070 -1.4404 -2.6337 0.06
H 1.8928 -2.5140 -2.9041 0.09
H 3.2673 -3.0699 -1.8690 0.08
H -0.1107 -2.6028 3.0838 0.14
Cl 1.5875 0.1656 -5.6696 0.12
Ge 1.5240 0.8805 -3.6463 -0.09
Cl -0.5198 1.5872 -3.3634 0.14
Cl 2.7446 2.6764 -3.4913 0.08
```



# C2H2S3

C2H2S3 as an isolated structure (ωB97M-V/def2-TZVPD, the Open Molecules 2025 dataset).

Computed properties:
spin multiplicity	1
HOMO	-8.65	eV
HOMO-LUMO gap	0.26786	Eh

XYZ file:
```
7
Properties=species:S:1:pos:R:3:lowdin_charge:R:1
C 0.7287 -1.0943 -1.0369 -1.10
C -0.8496 1.2399 1.2020 -0.75
S 1.2727 -2.4942 -1.6425 0.59
S -0.5314 2.2502 0.0909 0.71
S 0.0976 -0.7833 0.6750 0.55
H -1.2750 1.0213 2.2381 0.05
H 0.5569 -0.1397 -1.5267 -0.03
```



# C2HClNO2

An isolated ion of composition C2HClNO2 and charge -1 (ωB97M-V/def2-TZVPD, the Open Molecules 2025 dataset).

Computed properties:
spin multiplicity	1
HOMO	-4.78	eV
HOMO-LUMO gap	0.30799	Eh
structure (SMILES)	O=C([O-])/C=N/Cl
total charge	-1

XYZ file:
```
7
Properties=species:S:1:pos:R:3:lowdin_charge:R:1
C 0.0564 0.7219 0.2732 -0.11
C -1.3915 1.0376 -0.1006 -0.76
N 1.1994 1.5331 0.0939 -0.53
O -2.2448 1.3104 0.7487 -0.05
O -1.5056 0.7554 -1.3291 -0.06
Cl 2.6387 0.7042 -0.0494 0.44
H 0.4452 -0.3203 0.4394 0.07
```



# C5H14

A 2-piece molecular cluster, C5H14 overall (ωB97M-V/def2-TZVPD, the Open Molecules 2025 dataset).

Computed properties:
spin multiplicity	1
HOMO	-11.43	eV
HOMO-LUMO gap	0.46021	Eh
structure (SMILES)	CCC.CC

XYZ file:
```
19
Properties=species:S:1:pos:R:3:lowdin_charge:R:1
C 0.9108 -0.9856 -1.3518 -0.31
C 0.1785 -2.3310 -1.5637 -0.12
C 0.3257 0.1831 -2.1237 -0.14
H 0.9394 -0.7627 -0.2889 0.07
H 1.9185 -1.1341 -1.7441 0.10
H -0.8138 -2.2331 -2.0080 0.07
H 0.4161 0.0863 -3.2062 0.07
H -0.0634 -2.7932 -0.5987 0.06
H 0.8101 -3.0547 -2.0693 0.06
H -0.7257 0.3650 -1.8851 0.07
H 0.8233 1.1267 -1.8781 0.07
C -0.2052 0.9231 1.9322 -0.17
C -1.0413 1.9391 2.7291 -0.16
H 0.2064 0.1815 2.6132 0.06
H -0.6024 0.4909 1.0294 0.04
H 0.7082 1.4344 1.6061 0.06
H -1.4594 1.4597 3.6135 0.06
H -0.4299 2.7873 3.0237 0.06
H -1.8962 2.3174 2.1704 0.06
```